# 1
45
Properties=species:S:1:pos:R:3:forces:R:3 method="wB97M-V/def2-TZVPD" largest_force_ha_per_bohr=0.033 gap_ev="6.64 / 3.36" total_charge=+1
O 0.61556 3.41421 0.22067 -1.077 1.298 0.219
H 0.26754 4.32833 0.27936 0.371 -0.715 -0.065
Al -0.82266 -0.38177 0.09474 -0.173 0.432 -0.752
N -1.52275 -0.85984 -1.71196 -1.255 0.142 -0.634
N 0.74620 -1.02641 -0.78297 0.604 0.220 0.682
O -2.78784 -0.63677 -2.38104 0.321 -0.326 0.597
O 2.09613 -1.03815 -0.34169 0.202 0.267 0.127
C -0.68125 -1.52613 -2.51852 0.269 -0.056 0.665
C 0.60326 -1.66740 -1.95828 -0.307 0.364 0.168
C -1.04098 -2.01812 -3.86163 0.245 -0.251 -1.041
C 1.76318 -2.35045 -2.55622 0.459 -0.704 -0.706
H -1.89648 -1.50336 -4.29128 0.030 0.016 0.220
H -1.25938 -3.09174 -3.88666 -0.052 0.102 0.220
H -0.19937 -1.87561 -4.54647 -0.035 -0.012 0.061
H 2.42479 -2.76160 -1.78561 -0.234 0.110 -0.216
H 2.37535 -1.67577 -3.17149 -0.122 -0.057 0.125
H 1.43655 -3.17795 -3.19897 0.063 0.250 0.097
H -3.19892 0.19979 -2.08214 0.711 -0.398 0.394
H 2.24138 -0.23819 0.20385 -0.571 -0.506 -0.520
O -1.24899 -2.03714 0.95169 0.152 -0.661 -0.068
H -1.68010 -2.66394 0.33080 -0.146 0.212 0.098
H -0.38937 -2.46113 1.15900 -0.116 -0.114 0.183
C 1.91200 3.36411 -0.34328 0.882 -0.964 -0.795
H 2.63365 3.35458 0.48529 0.070 0.020 -0.439
H 2.17183 4.18113 -1.06879 -0.535 -0.745 0.699
H 1.90902 2.36034 -0.87116 0.522 1.214 0.393
O -0.77186 1.35605 -0.56166 0.041 1.308 -0.697
H -0.27052 2.15582 -0.25449 0.047 0.263 0.340
H -1.15642 1.59571 -1.43725 0.064 -0.453 0.186
C -2.76252 0.97972 1.94744 -0.868 0.280 0.417
O -1.37099 0.62598 1.82920 -0.205 0.452 0.440
C -0.56068 1.45971 2.71400 -0.465 0.248 -0.096
C 0.81262 0.85244 2.79142 0.628 -0.274 0.324
O 0.86446 -0.28580 1.91053 0.420 0.271 0.308
C 1.62090 -1.36812 2.48585 0.078 -0.085 0.301
H -2.87868 2.05550 2.16875 0.191 -0.404 -0.213
H -3.21596 0.40237 2.76786 0.200 0.141 -0.274
H -3.28316 0.75209 1.00791 0.281 -0.040 0.175
H -1.04058 1.48001 3.69960 0.026 -0.070 -0.260
H -0.50253 2.48899 2.33804 -0.267 -0.273 -0.097
H 1.60303 1.57686 2.51808 -0.341 -0.323 -0.032
H 1.00679 0.54671 3.83159 0.012 -0.122 -0.411
H 2.49599 -0.95442 3.01845 -0.331 -0.329 -0.222
H 0.97602 -1.92293 3.18835 0.324 0.167 -0.128
H 1.96569 -2.00774 1.66908 -0.111 0.108 0.224

=====

# 2
116
Properties=species:S:1:pos:R:3:forces:R:3 method="wB97M-V/def2-TZVPD" largest_force_ha_per_bohr=0.018 gap_ev="7.13 / 4.79" multiplicity=2
Ti 0.72587 -0.43345 -0.39451 0.610 -0.669 0.068
C -2.15323 0.12539 4.58685 0.015 -0.015 0.002
C -2.47194 -0.83231 3.43499 0.014 0.020 0.046
C -3.21901 -0.07963 2.33997 0.014 0.010 -0.027
P -0.87280 -1.52584 2.79174 0.095 0.009 -0.035
C -0.30943 -2.53976 4.25525 -0.029 -0.028 -0.002
C 0.94374 -3.34205 3.90670 0.016 -0.003 -0.027
C -1.34984 -3.44176 4.91161 0.022 -0.013 0.006
C -1.41673 -2.75779 1.53587 -0.026 -0.007 0.053
C -2.62807 -3.44747 1.65697 -0.005 -0.032 0.014
C -3.09017 -4.30610 0.67478 0.018 0.001 0.006
C -2.35640 -4.46044 -0.49230 0.001 -0.012 0.006
C -1.16285 -3.78067 -0.64318 0.022 -0.023 -0.001
C -0.66658 -2.95437 0.36483 -0.066 0.066 -0.004
N 0.63640 -2.37097 0.13859 0.040 0.055 0.013
C 1.66072 -3.34272 0.20573 -0.068 0.011 -0.009
C 1.44254 -4.60464 0.78636 -0.039 0.043 0.014
C 2.42448 -5.57377 0.80010 0.025 0.004 0.000
C 3.66037 -5.34161 0.21137 -0.016 -0.020 0.002
C 3.89132 -4.10916 -0.36681 0.005 0.018 -0.004
C 2.92826 -3.09791 -0.35046 0.071 -0.002 0.025
P 3.09175 -1.53514 -1.23393 -0.117 -0.041 0.205
C 3.14017 -2.03389 -3.02163 -0.048 0.009 -0.037
C 2.15743 -3.18255 -3.26904 -0.003 0.008 -0.011
C 4.49343 -2.37617 -3.63958 0.005 -0.010 -0.001
C 4.76253 -0.76620 -0.90492 -0.033 0.049 -0.034
C 5.95249 -1.71973 -0.77149 0.011 -0.010 -0.025
C 4.77546 0.16711 0.30394 -0.003 -0.024 0.027
H -3.07908 0.52086 5.01116 -0.005 0.019 -0.017
H -1.56143 0.96983 4.22341 0.015 -0.005 -0.003
H -1.59690 -0.35093 5.39453 -0.023 -0.013 0.018
H -3.11334 -1.63157 3.81478 -0.001 -0.012 0.004
H -2.57933 0.69813 1.91338 0.002 -0.014 0.006
H -4.10523 0.40846 2.75495 -0.010 -0.001 0.001
H -3.53977 -0.73684 1.53299 -0.015 -0.003 0.016
H -0.01142 -1.77040 4.97477 -0.014 0.029 -0.014
H 0.67104 -4.29491 3.45387 0.005 -0.011 -0.060
H 1.52076 -3.56122 4.80761 -0.021 -0.027 0.002
H 1.59703 -2.81845 3.20567 0.018 0.021 0.004
H -1.76131 -4.14978 4.18902 0.013 -0.007 0.011
H -2.17423 -2.88026 5.35183 -0.015 0.008 -0.013
H -0.88663 -4.02506 5.71203 -0.004 0.009 0.009
H -3.23175 -3.30111 2.54384 -0.002 0.002 -0.005
H -4.03121 -4.82445 0.80594 -0.001 0.001 0.001
H -2.71879 -5.09365 -1.29178 0.001 0.004 -0.003
H -0.58499 -3.89088 -1.55316 -0.010 0.000 -0.002
H 0.48202 -4.83297 1.22135 -0.021 -0.002 0.016
H 2.21325 -6.52934 1.26400 -0.003 -0.001 -0.007
H 4.42011 -6.11101 0.18736 0.002 0.003 0.008
H 4.83223 -3.93831 -0.86624 -0.002 -0.004 0.015
H 2.76828 -1.15079 -3.54613 0.002 0.025 0.031
H 2.61130 -4.13784 -2.99911 -0.001 0.003 0.014
H 1.88545 -3.20986 -4.32563 0.011 -0.009 -0.003
H 1.23793 -3.08479 -2.68951 -0.008 0.011 -0.014
H 4.89504 -3.31091 -3.24348 0.001 0.007 0.012
H 5.23575 -1.58941 -3.51073 -0.007 0.007 -0.013
H 4.34858 -2.51384 -4.71334 -0.005 -0.015 0.003
H 4.90883 -0.15613 -1.80511 -0.009 0.020 0.011
H 5.87267 -2.30707 0.14336 0.010 0.022 0.012
H 6.86176 -1.11968 -0.69626 0.003 -0.002 -0.011
H 6.07574 -2.39654 -1.61219 -0.007 -0.010 0.017
H 4.47554 -0.36231 1.21171 -0.003 -0.001 -0.004
H 4.14101 1.03621 0.16581 0.003 0.010 -0.013
H 5.79375 0.52896 0.46081 0.003 -0.007 0.002
Cl 0.42227 1.62461 1.71801 -0.050 -0.120 0.014
C 1.63718 0.32838 1.35155 -0.087 0.042 -0.004
H 1.66041 -0.31152 2.22735 -0.016 -0.059 -0.028
H 2.55847 0.86727 1.19335 -0.005 0.002 -0.006
S -3.73568 -1.25664 -1.20024 -0.050 0.013 -0.058
C -2.31142 -0.68119 -0.84819 0.051 0.255 0.125
N -1.25826 -0.19755 -0.55501 -0.198 -0.149 -0.031
C 2.52630 2.21798 -2.97066 0.007 0.002 -0.002
C 2.24893 2.02895 -1.50689 -0.050 -0.031 -0.093
O 2.76840 2.67740 -0.62946 0.028 -0.008 0.024
O 1.34881 1.08120 -1.25113 0.021 0.620 -0.124
H 3.39084 2.86236 -3.10685 -0.014 0.017 -0.004
H 1.64784 2.66641 -3.43790 -0.009 -0.027 -0.005
H 2.67052 1.25785 -3.46653 0.031 0.002 0.008
Cl -1.61010 -1.95259 -4.23826 -0.019 -0.040 0.036
Ge -0.01386 -0.66034 -3.39737 -0.086 0.086 0.043
Cl 1.10675 -0.28373 -5.32029 0.009 -0.013 0.029
Cl -1.14775 1.37357 -3.44436 -0.003 0.039 -0.006
F -4.66061 4.71162 4.58965 0.006 -0.009 -0.004
C -4.01328 4.29915 3.48842 -0.009 0.000 0.010
C -2.63494 4.20918 3.52305 0.006 -0.025 -0.009
C -1.97175 3.78199 2.38422 -0.050 -0.016 0.011
C -2.68179 3.47553 1.22420 0.088 -0.091 0.046
C -4.07346 3.55251 1.23276 -0.009 0.003 -0.041
C -4.74958 3.97303 2.36750 -0.005 -0.013 0.000
Sb -1.75648 2.82789 -0.58425 -0.021 0.104 -0.243
C -3.32445 3.30762 -1.92133 -0.026 0.002 0.017
C -4.22789 2.32418 -2.31126 -0.004 -0.012 -0.083
C -5.27237 2.63458 -3.16777 0.007 0.016 0.003
C -5.38795 3.93432 -3.62036 -0.005 -0.001 0.008
F -6.39171 4.24300 -4.45802 -0.003 -0.008 0.007
C -4.51225 4.93324 -3.24359 -0.009 0.016 -0.017
C -3.47152 4.61165 -2.38505 -0.012 0.031 0.108
C -0.27817 4.25691 -1.04824 0.011 -0.044 -0.008
C 0.54023 4.80924 -0.06629 0.006 0.010 0.012
C 1.47054 5.77903 -0.39613 0.025 -0.017 -0.012
C 1.58353 6.16075 -1.71821 0.003 0.002 -0.004
F 2.48920 7.09588 -2.04468 -0.009 -0.012 0.004
C 0.81347 5.60511 -2.72186 -0.006 0.006 -0.001
C -0.11868 4.63890 -2.37964 -0.005 -0.065 -0.045
H -2.10195 4.46043 4.42970 0.003 -0.001 -0.002
H -0.89803 3.67952 2.42800 0.036 0.054 -0.008
H -4.64555 3.29449 0.35017 0.006 0.015 0.000
H -5.82806 4.04704 2.39057 0.001 0.000 -0.001
H -4.11875 1.30158 -1.97468 0.027 -0.020 -0.005
H -5.97697 1.88269 -3.49539 -0.001 0.003 0.002
H -4.64832 5.93799 -3.61943 0.002 -0.002 -0.003
H -2.79025 5.39418 -2.07461 0.029 -0.011 -0.016
H 0.49208 4.47340 0.95849 -0.048 -0.008 0.035
H 2.12413 6.21243 0.34756 -0.005 0.006 0.000
H 0.95432 5.91760 -3.74748 0.002 0.002 0.003
H -0.70497 4.17242 -3.16243 -0.026 0.008 0.016

=====

# 3
101
Properties=species:S:1:pos:R:3:forces:R:3 method="wB97M-V/def2-TZVPD" largest_force_ha_per_bohr=0.075 gap_ev=5.56 total_charge=-2
Rb 13.12134 10.43612 10.17783 -0.330 -0.296 0.139
C 12.00125 11.21556 7.05276 0.976 -0.530 1.654
O 11.36896 11.84275 8.19716 0.884 0.027 0.276
C 10.09830 11.46080 8.42046 -1.493 -0.535 -0.155
C 9.31705 10.98800 7.36237 0.582 -0.130 -1.071
C 8.05622 10.48019 7.58486 -0.452 0.525 1.264
C 7.48495 10.58136 8.85051 0.050 -0.421 -0.363
C 8.19584 11.13684 9.88646 0.028 0.130 0.008
C 9.50577 11.53284 9.71699 1.043 -0.004 -1.599
N 10.34584 11.88568 10.76732 0.463 0.193 0.731
N 9.73232 12.50758 11.67612 0.050 0.150 0.040
C 10.36065 12.83556 12.83861 -0.487 1.800 1.360
C 11.58897 12.26891 13.36684 -0.661 0.311 0.039
O 12.29615 11.44868 12.76957 0.577 -0.713 -0.727
C 12.01344 12.64904 14.72563 -0.386 -0.102 -0.700
C 11.39514 13.66546 15.37344 2.178 -0.875 0.017
C 10.29705 14.35261 14.83998 -2.170 1.070 -1.160
C 9.71260 15.42601 15.54920 -0.721 -1.140 -0.072
C 8.43835 15.89994 15.24578 1.109 0.489 0.073
C 7.85034 15.43484 14.04631 0.481 0.340 0.937
C 8.45556 14.49117 13.24669 -1.103 0.770 -1.156
C 9.66631 13.93826 13.60269 2.752 -2.625 0.652
H 11.74729 11.75860 6.19326 -0.768 0.423 -1.530
H 11.75836 10.13194 7.08055 0.212 0.435 -0.300
H 13.09484 11.38385 7.13527 -0.531 -0.232 0.413
H 9.73350 10.95249 6.32789 -0.370 -0.025 1.120
H 7.44920 10.03044 6.84396 -0.155 -0.350 -0.993
H 6.53333 10.11529 9.05211 -0.302 0.141 -0.063
H 7.76583 11.26272 10.85844 -0.105 -0.173 0.473
H 12.89602 12.05118 15.03350 -0.648 0.771 0.223
H 11.86941 14.01334 16.28146 -0.324 0.150 0.363
H 10.22936 15.70757 16.44681 0.051 0.397 0.414
H 8.04544 16.69357 15.92402 -0.107 -0.721 -0.947
H 6.93386 15.86626 13.73586 -0.886 0.249 -0.268
H 7.98437 14.24966 12.26796 0.484 -0.065 0.944
C 11.96874 8.27554 13.56572 0.690 -0.386 -0.771
C 11.64075 7.76401 12.34819 -0.047 0.215 0.601
C 10.43323 8.19798 11.60397 0.754 -0.168 -0.119
C 10.17641 7.69193 10.39708 -0.483 1.287 -0.229
C 11.03872 6.70836 9.68331 0.220 -0.701 0.309
C 12.31026 6.35079 10.40335 -0.374 0.215 0.901
C 12.52082 6.78470 11.64335 0.484 0.509 0.635
H 12.91772 7.96948 14.04620 -0.621 0.107 -0.275
H 11.44660 9.10456 14.04364 -0.132 -0.343 -0.243
H 9.89007 9.06590 11.95815 -0.157 -0.137 0.251
H 9.38172 8.16299 9.77400 0.569 -0.585 0.482
H 10.49110 5.76912 9.60379 -0.339 -0.410 -0.162
H 13.01182 5.64377 9.96161 -0.206 0.295 -0.238
H 13.45535 6.51751 12.15111 -0.338 0.008 0.026
C 16.21253 8.30998 14.21729 0.455 -1.864 -0.052
C 16.58679 9.73449 14.47758 -0.370 0.993 0.539
C 17.69182 9.77843 15.53474 0.245 0.605 -0.170
C 15.32371 10.35776 15.13808 0.283 -1.544 -1.162
P 16.90280 10.61922 12.79426 -1.849 -0.063 0.345
C 18.33984 9.77484 12.21357 0.578 -0.784 0.199
C 19.53930 9.84277 12.89362 1.614 -0.992 0.271
C 20.59074 8.99738 12.52808 -0.269 -0.284 -1.444
C 20.47928 8.12085 11.41225 -1.159 1.028 1.148
C 19.25117 8.01722 10.78008 -0.612 -0.223 -0.813
C 18.19412 8.82785 11.19827 -0.043 0.287 -0.313
C 17.36864 12.41770 13.05513 0.463 0.032 1.337
C 17.95003 12.86370 14.43765 0.717 -0.116 -1.214
C 16.05429 13.15945 12.84699 -0.677 -1.173 -0.627
C 18.41493 12.84685 12.04172 0.772 0.341 0.368
H 16.01927 7.80128 15.18356 -0.076 0.342 -0.192
H 17.05070 7.70870 13.79899 -0.493 0.454 -0.162
H 15.30258 8.16926 13.61993 0.326 0.189 -0.127
H 17.34160 9.36508 16.50239 0.158 0.070 -0.492
H 17.95382 10.83447 15.67362 0.106 -0.515 0.387
H 18.59633 9.26608 15.20219 -0.109 -0.186 0.182
H 15.13738 9.75137 16.01903 -0.282 -0.095 0.260
H 14.48396 10.23287 14.43378 0.080 0.550 0.397
H 15.50263 11.34475 15.46383 -0.115 1.363 0.149
H 19.71174 10.44238 13.79103 -0.321 0.146 -0.515
H 21.52886 9.06484 13.03677 0.441 0.003 0.327
H 21.27094 7.52121 11.04679 0.904 -0.398 -0.022
H 19.08155 7.33480 9.90234 0.338 0.688 1.052
H 17.23292 8.78903 10.69250 0.105 -0.093 -0.020
H 17.34149 12.57340 15.26815 -0.664 0.423 0.473
H 18.12023 13.96160 14.34373 -0.214 -0.632 0.486
H 18.92432 12.37816 14.61901 -0.191 0.318 -0.172
H 15.27124 12.75844 13.52068 0.340 0.600 -0.037
H 15.66751 12.88632 11.84468 0.218 0.541 0.300
H 16.22049 14.22595 12.94052 -0.274 0.296 0.079
H 19.42744 12.64671 12.47345 -0.634 -0.186 -0.752
H 18.37148 13.93666 11.95705 -0.119 0.146 -0.081
H 18.29666 12.43508 11.04317 0.053 -0.195 -0.001
C 20.09826 13.18107 8.56743 1.045 0.526 0.458
S 20.39787 11.54449 9.39634 0.377 0.938 -0.053
C 19.65316 10.39213 8.32090 0.336 1.220 0.582
C 18.33855 10.39265 8.05412 -1.443 -0.481 -0.153
S 17.10516 11.46508 8.59536 0.131 -0.315 -0.279
S 17.89186 8.93297 7.12876 -0.005 -0.248 0.358
C 19.40986 8.09730 7.17469 0.142 -0.387 -1.513
S 19.78300 6.61873 6.39811 -0.478 0.944 0.802
S 20.62711 9.12009 7.76734 0.872 -0.840 -0.009
H 20.51396 13.98545 9.30489 -1.116 -1.428 -1.145
H 19.00887 13.24963 8.34042 0.856 0.226 0.314
H 20.73206 13.27816 7.65036 -0.659 -0.233 0.620
O 11.73605 8.44609 8.43047 0.664 1.125 0.107
O 11.27017 7.10199 8.39183 -0.385 -0.455 -1.224

=====

# 4
49
Properties=species:S:1:pos:R:3:forces:R:3 method="wB97M-V/def2-TZVPD" largest_force_ha_per_bohr=0.125 gap_ev=8.64 total_charge=+1
Hf 0.55824 -2.56928 1.31087 -0.765 0.959 -2.029
C -0.14076 -4.95522 -0.46695 -2.638 -5.328 0.052
O 0.45513 -3.90880 -0.15422 2.410 3.173 0.491
O 0.20624 -5.54905 -1.62858 -0.324 -0.097 -0.073
O -0.94373 -5.51740 0.27140 0.692 0.861 -0.905
H 1.04603 -5.28871 -2.02915 -0.172 0.450 0.328
C 0.02715 -0.00623 -0.51291 -0.824 3.398 -1.857
O 0.30393 -1.07096 0.03690 2.742 -2.337 1.512
O 0.84784 1.08077 -0.24822 0.632 -5.321 1.862
O -0.90725 0.03907 -1.29204 1.603 1.034 -0.893
H 0.60305 1.89096 -0.57651 -1.512 3.001 -1.596
C 1.05493 -0.70578 2.93216 -2.046 2.450 0.794
O -0.06771 -1.05616 2.51197 -4.984 2.074 1.461
O 1.28764 0.51166 3.44400 1.451 -2.619 -0.643
O 1.82283 -1.62825 2.69117 6.108 -1.409 1.325
H 0.49044 0.96824 3.71706 -0.730 0.028 -0.178
O 2.55402 -2.47685 0.47410 1.236 -0.395 -0.672
H 2.89307 -2.15001 -0.37231 -0.496 0.117 -0.138
H 3.36125 -2.64318 0.96682 0.251 0.190 0.638
O -3.21113 0.35662 -0.79765 0.022 -1.651 0.229
H -2.19806 0.17479 -0.93506 -2.568 0.141 0.087
H -3.62062 -0.53129 -0.58639 0.568 1.600 -0.470
O -1.58565 -2.52892 0.97774 -0.073 -0.494 2.824
H -2.02672 -2.41983 0.17485 -0.621 -0.205 -3.637
H -2.32164 -2.31647 1.55927 0.193 0.243 1.110
O 0.07945 4.16963 -1.00305 -2.188 -0.318 0.095
H -0.38098 3.68524 -1.69266 -1.177 0.424 -0.372
H 0.90445 3.79779 -1.19101 3.467 -0.113 0.073
O -0.93319 3.35629 1.48803 0.216 -1.055 1.301
H -1.72134 3.88121 1.52310 -0.634 0.482 -0.010
H -0.53812 3.50046 0.63799 0.097 0.569 -1.378
O 1.74140 4.01708 1.48102 0.485 -0.826 -0.127
H 0.84364 3.76524 1.71454 -0.185 0.074 0.341
H 1.75105 4.96010 1.58086 0.113 0.759 0.027
O -2.36829 0.73210 1.69898 -0.703 -1.514 0.382
H -1.70777 1.34188 1.96150 0.828 1.206 0.021
H -2.57457 0.83591 0.75971 -0.347 0.344 -0.109
O 3.45817 0.34819 0.56647 1.193 -1.075 -0.031
H 3.95206 1.10753 0.87148 -0.012 0.267 0.185
H 2.56492 0.60966 0.42301 -1.071 0.792 -0.135
O -2.66018 0.37352 -3.94663 -0.664 1.040 -1.600
H -3.26335 1.15623 -4.05435 0.912 -1.327 0.573
H -2.54204 0.18529 -3.02853 -0.312 0.288 1.026
O 2.78398 3.27756 -1.59755 -2.020 0.521 -1.784
H 2.79210 2.55258 -2.22457 0.185 -0.097 -0.259
H 3.38281 3.04387 -0.94037 1.655 -0.511 1.962
O -2.10745 -2.90721 -1.79273 -3.670 -0.619 -0.086
H -2.66176 -2.83010 -2.61631 0.527 -0.170 1.325
H -1.28352 -2.65976 -2.08723 3.147 0.991 -1.041